Entry 1:
This record from OMol25 describes 7 unconnected molecules or ions with the total composition C11H32O9 in a non-equilibrium geometry. The level of theory is the ωB97M-V functional and the def2-TZVPD basis.

Atoms and positions in Å:
H (-2.11677, -1.79130, 0.00669)
O (-2.91414, 3.60184, -1.66901)
O (1.14362, 3.88175, 1.43841)
O (3.18922, 1.13727, 0.20801)
H (2.26981, 1.46845, -0.03893)
H (1.96332, -2.76889, -1.27915)
H (0.24655, -3.53996, 2.92072)
H (-1.06994, 4.24734, -0.81652)
H (-0.35432, -2.69283, -1.37759)
H (1.52330, 5.85387, 1.65498)
H (0.71269, -1.98076, 3.62313)
H (-3.79276, 3.45032, -1.31721)
C (0.08040, -2.45953, 2.87807)
C (1.58282, -3.21365, -2.20350)
O (-0.15225, -0.59396, 1.38970)
H (-4.23114, -2.69464, -0.79127)
H (-5.13831, -1.88586, 0.53575)
H (1.17276, 5.37462, -0.03217)
H (-0.43879, -3.53670, -2.94349)
O (-0.70229, 0.39321, -1.09807)
H (-2.37110, 0.17399, -0.67617)
H (5.18755, -0.42449, 0.82741)
H (-3.96491, -3.20627, 0.80944)
H (4.21544, -1.86303, 1.29670)
H (-0.03064, -0.32572, 0.45920)
H (1.00329, 3.29732, 0.64902)
H (-0.16473, -2.54320, 0.72944)
H (-0.16115, -0.87974, -2.35924)
H (1.40638, -1.88535, 1.21721)
H (4.02194, -0.30143, 2.14881)
C (-3.04569, -1.31689, 0.34344)
H (-2.88878, -0.93445, 1.35832)
C (0.12604, -2.80802, -2.35335)
C (4.21793, -0.77762, 1.18555)
H (2.21647, -2.88964, -3.02526)
H (-0.97995, -2.31776, 3.09375)
O (-0.01442, -1.57813, -3.03918)
H (1.67670, -4.29648, -2.05822)
O (0.26076, 1.77457, -2.60792)
H (-2.20629, 3.48688, 0.27757)
C (-4.17821, -2.29882, 0.22713)
C (0.07860, 1.39210, -1.41263)
H (-0.12996, 5.53833, 1.11362)
C (3.12788, -0.25170, 0.22618)
C (0.34260, -1.93022, 1.48465)
H (3.31533, -0.66860, -0.77441)
C (0.91512, 5.19848, 1.01917)
O (0.72924, 2.02338, -0.45270)
O (-3.27700, -0.21042, -0.48848)
H (-2.45153, 5.11488, -0.27407)
H (2.17877, -0.65468, 0.58480)
C (-2.12944, 4.11217, -0.61836)

Values from the calculation:
Kohn-Sham gap: 0.207 Eh
E_HOMO: -0.0177 hartree
charge: -2
E_tot: -1115.4467 hartree
relative energy (zero: lowest compared OMol25 entry of this formula, charge and spin): 0.2304 eV
E_LUMO: 5.16 eV

---

Entry 2:
This record from OMol25 describes a molecular structure, C11H34FN8O5Sr in a non-equilibrium geometry. The level of theory is the ωB97M-V functional and the def2-TZVPD basis.

Atoms and positions in Å:
H (-0.78490, -5.40497, -15.32640)
H (0.65403, -2.74915, -12.68574)
N (4.49106, -4.54047, -15.18188)
C (1.41262, 1.01738, -17.24362)
O (-1.15440, -3.42690, -15.79151)
H (4.65833, -1.90043, -14.32140)
H (1.89081, -3.95361, -19.38306)
H (3.13527, 0.19695, -14.58493)
C (-1.02214, -4.48492, -14.79225)
H (1.13737, -4.37895, -14.14831)
H (-0.26498, 1.88805, -18.91617)
H (6.90880, -2.46419, -11.88871)
N (5.42755, -2.05120, -13.68448)
N (6.86324, -1.50080, -12.18855)
H (5.05614, -4.64955, -16.01188)
H (0.95955, -5.49386, -12.21521)
H (1.11265, 1.49900, -19.78696)
N (3.31893, -2.34215, -17.33645)
N (-0.46037, -0.61402, -17.83330)
H (3.31252, -2.12118, -16.35094)
N (3.77302, -4.91700, -13.24694)
H (7.29771, -0.75225, -11.66795)
C (0.20308, 1.03436, -19.40632)
H (-2.40428, -2.80922, -17.46784)
C (5.92878, -1.04889, -13.01955)
O (5.73812, 0.10769, -13.29336)
C (2.68730, 0.88967, -15.29737)
N (-0.12295, -2.97560, -13.28999)
O (5.06854, -6.45658, -14.10354)
C (-0.04451, -5.23956, -12.55472)
C (0.11083, -4.29763, -13.79094)
H (5.56063, -2.99836, -13.36005)
H (3.35023, -2.86929, -19.53025)
H (-0.40005, 0.39432, -20.05028)
H (4.05863, -5.21302, -12.32449)
H (-2.19456, -4.52922, -17.27629)
O (1.31888, -3.15996, -17.32330)
N (2.50656, -3.20837, -19.09054)
H (-1.98186, -4.64818, -14.30196)
H (-0.58298, -6.14941, -12.81993)
H (1.96344, 1.45204, -14.70756)
H (-0.90797, -1.02030, -18.64244)
C (4.46601, -5.41860, -14.22216)
H (-0.67975, -4.78125, -11.79674)
H (0.86244, 1.79533, -16.71429)
C (2.33082, -2.95833, -17.87161)
H (-0.76775, -3.24532, -12.56089)
C (-2.26164, -3.59235, -16.72322)
F (2.68717, -2.36223, -14.50230)
H (-3.22228, -3.62227, -16.20901)
H (3.15242, -4.13385, -13.39396)
H (3.52466, 1.51445, -15.60815)
C (0.70115, 0.16512, -18.24959)
O (1.99105, 0.13645, -16.34494)
Sr (0.51097, -1.71314, -15.55353)
H (4.23722, -2.26920, -17.75061)
H (2.23976, 1.58467, -17.67038)
H (1.39905, -0.45818, -18.80864)
H (3.80460, -3.80242, -15.11743)
H (-1.13889, -0.07557, -17.31392)

Values from the calculation:
Kohn-Sham gap (spin up / spin down): 0.381 / 0.152 Eh
E_HOMO (spin up / spin down): -0.5661 / -0.5581 hartree
charge: +2
E_tot: -1383.8633 hartree
multiplicity: 2
E_LUMO (spin up / spin down): -5.05 / -11.06 eV

---

Entry 3:
This record from OMol25 describes 6 unconnected molecules or ions with the total composition C11H34O6 in a non-equilibrium geometry. The level of theory is the ωB97M-V functional and the def2-TZVPD basis.

Atoms and positions in Å:
C (-0.28661, -1.86936, -3.51704)
H (-2.27780, -0.65602, 0.77196)
H (-2.90339, -0.05669, 2.39046)
H (-4.93540, 1.69033, 1.09739)
C (0.81809, 0.85342, 4.11179)
H (-3.92429, -0.68003, 1.22080)
H (1.15867, 4.37175, -3.88322)
O (1.18068, -3.23363, -0.00382)
H (0.50700, 1.01472, 0.15326)
H (0.39936, -3.69778, 0.30552)
H (1.93047, 0.62323, 5.71793)
H (0.56040, -2.27629, -2.96470)
H (-0.62340, -0.60601, 3.41091)
H (1.43789, -1.41913, -0.20382)
H (3.41602, -1.83521, 0.95378)
C (1.33105, 0.41064, 0.53289)
C (0.13827, 3.99272, -3.93996)
H (2.47014, -2.42876, 2.28540)
H (0.92687, 1.27364, 3.11195)
H (-0.14377, 2.66088, -2.23513)
C (-0.46168, 3.64399, -2.58231)
H (-1.38731, -1.81881, -1.59827)
O (0.21912, 2.85939, -4.75548)
C (-3.03770, 1.32091, 0.75747)
H (0.70605, 2.98429, -5.57334)
C (0.28842, -0.58442, 4.00775)
O (1.59163, -0.52854, -0.52757)
H (2.05610, -4.74553, 0.95942)
H (1.07459, -0.14749, 1.43335)
H (0.95162, -1.25405, 3.46014)
H (2.99874, -4.06725, -0.29248)
H (-0.02242, -1.18518, -4.32338)
H (2.21884, 1.01905, 0.70539)
H (0.14159, 1.47609, 4.69723)
H (-0.76129, -2.62161, -4.14704)
O (-0.85547, 0.10314, -2.25708)
H (-0.06537, 0.06733, -1.71297)
H (-0.09764, 4.43520, -1.92690)
H (3.91404, -3.30386, 1.89238)
H (-1.55100, 3.62850, -2.61763)
H (-3.25821, 1.29899, -0.30977)
O (2.00417, 0.71071, 4.76477)
C (-1.29841, -1.21535, -2.50162)
H (-2.08607, 1.84146, 0.86482)
C (-3.02499, -0.07022, 1.30735)
H (0.05720, -1.00658, 4.98571)
C (2.33942, -3.78528, 0.52843)
O (-4.10004, 2.05781, 1.39528)
H (-0.52377, 4.68323, -4.46246)
H (-2.29816, -1.17797, -2.93429)
C (3.08762, -2.75026, 1.44667)

Values from the calculation:
Kohn-Sham gap (spin up / spin down): 0.072 / 0.351 Eh
E_HOMO (spin up / spin down): 0.0263 / -0.2535 hartree
charge: -1
E_tot: -890.7985 hartree
multiplicity: 2
relative energy (zero: lowest compared OMol25 entry of this formula, charge and spin): 0.3132 eV
E_LUMO (spin up / spin down): 2.67 / 2.65 eV

---

Entry 4:
This record from OMol25 describes a molecular structure, C11H35AlBr3K2N2O7P2Si2 in a non-equilibrium geometry. The level of theory is the ωB97M-V functional and the def2-TZVPD basis.

Atoms and positions in Å:
H (5.03789, 3.25825, 2.67846)
N (0.18474, -2.91966, -1.66061)
O (-4.32747, -7.23349, -5.37786)
H (0.23291, 2.90066, -1.57862)
H (3.17873, -2.04379, 1.89704)
C (1.99106, 0.83739, 0.31404)
Br (-3.05719, -5.28216, -2.49621)
Br (-4.35686, 1.76283, -1.08741)
H (-1.19782, 0.89280, -0.03387)
H (-3.16845, 4.86082, -3.02139)
Si (2.64643, 3.85382, 2.45758)
O (-0.21916, -1.77014, -2.23575)
H (-0.93161, 0.66465, 1.70424)
H (3.96205, -3.57439, 3.72027)
H (4.34201, 2.46775, 1.26607)
H (-3.89977, -6.75849, -4.68889)
H (3.07256, 4.95359, 0.26218)
H (0.08380, 4.26882, -0.46616)
H (4.77910, -3.82358, 2.17374)
H (1.93269, 5.90092, 1.24141)
H (-2.21399, 2.62553, -2.04141)
P (-3.15041, -3.19339, -1.60244)
C (-0.92793, 1.40186, 0.89686)
O (1.59819, -3.24069, 2.58159)
H (3.54893, -4.97286, 2.70982)
C (2.84176, 5.29335, 1.27438)
H (-3.38478, -0.13230, -3.18179)
H (3.59109, 5.11448, 4.38538)
H (-1.87582, -2.21044, -4.14959)
H (2.95342, 1.23942, -0.01178)
H (-1.69122, 2.15607, 1.10805)
C (2.66029, 4.56772, 4.20961)
H (-8.61650, -7.42478, -1.51472)
H (-4.79268, 4.24898, -2.61690)
N (1.14587, 2.99619, 2.23839)
K (2.48638, -3.58737, 5.11490)
O (0.38438, -3.79462, -2.50819)
H (-8.80313, -6.72400, -2.85843)
H (-4.81362, -1.64987, -2.08900)
Si (0.77673, 2.20352, 0.73295)
H (1.86459, -2.95197, -0.03386)
K (-5.31362, -4.39599, -0.85338)
C (0.68977, 3.39262, -0.71419)
Al (4.98638, -1.28124, 2.02531)
C (3.81290, -3.90728, 2.68531)
H (2.15780, 0.18350, 1.17487)
C (2.75347, -3.05500, 1.96681)
H (1.82286, 5.25855, 4.35319)
H (2.58493, 3.76885, 4.95346)
O (-2.55622, -0.24799, -2.62436)
C (-3.12967, 3.13567, -1.73022)
H (4.01967, 1.82661, 2.89145)
H (3.66569, 5.93737, 1.59762)
H (2.29346, -4.60030, 0.46259)
H (3.55651, -3.46074, -0.01485)
O (-8.12122, -7.09977, -2.28156)
C (2.60226, -3.54811, 0.51811)
C (-3.75915, 3.96087, -2.82774)
H (1.60059, 0.22413, -0.50415)
O (-4.79630, -2.64533, -1.94579)
Br (-3.77285, 2.99158, -4.52073)
C (4.14773, 2.74174, 2.30584)
H (-2.91529, 3.75686, -0.85606)
H (1.68332, 3.72947, -1.01928)
P (-1.88016, -1.84751, -2.75439)

Values from the calculation:
Kohn-Sham gap: 0.040 Eh
E_HOMO: -0.4735 hartree
charge: +3
E_tot: -11500.9973 hartree
E_LUMO: -11.80 eV